{
  "formula": "C4H7N3O",
  "method": "wB97M-V/def2-TZVPD",
  "elements": ["C", "N", "O", "C", "C", "C", "N", "N", "H", "H", "H", "H", "H", "H", "H"],
  "xyz": [[-1.6893, -0.6288, -0.6974], [-1.0435, -0.7288, -1.8103], [0.1638, 0.0181, -2.0522], [1.2401, 0.0185, -1.1127], [0.7170, 0.6453, 0.1631], [0.8830, 0.5406, 1.6520], [-0.0105, -0.3579, 0.9259], [-1.4110, -0.2429, 0.6169], [-2.6924, -1.0790, -0.7617], [1.9835, 0.6103, -1.5793], [1.5437, -1.0600, -0.9765], [0.1345, 1.5719, -0.0573], [1.7438, 0.0124, 2.1286], [0.4924, 1.3533, 2.2847], [-2.0551, -0.6730, 1.2760]],
  "lumo_energy_ev": 0.952,
  "total_energy_ev": -10773.9559,
  "e_above_lowest_kj_mol": 558.8,
  "orbital_gap_ev": 9.487
}

{
  "formula": "C9H12N3O",
  "method": "wB97M-V/def2-TZVPD",
  "elements": ["C", "C", "N", "C", "C", "C", "C", "O", "C", "C", "C", "N", "N", "H", "H", "H", "H", "H", "H", "H", "H", "H", "H", "H", "H"],
  "xyz": [[2.5890, -2.3016, -0.0372], [1.4441, -1.3824, 0.0541], [0.2010, -1.9102, 0.1692], [-0.8387, -1.1222, 0.1142], [-2.2762, -1.5546, 0.1113], [-3.0637, -0.1570, 0.2565], [-2.0276, 0.8294, -0.0759], [-2.2649, 2.1524, -0.2128], [-0.7396, 0.2734, -0.0943], [0.6041, 0.8260, -0.2702], [1.0384, 2.4581, -0.1181], [2.3281, 2.7534, -0.1601], [1.6316, -0.0675, -0.1261], [2.3059, -3.3595, 0.1941], [3.3778, -2.1580, 0.7759], [3.1489, -2.0991, -0.9943], [-2.6830, -2.0682, -0.7923], [-2.5150, -2.1444, 0.9823], [-3.4134, -0.2351, 1.2586], [-3.8629, -0.2270, -0.4122], [-3.2084, 2.1869, -0.2802], [0.2986, 3.2233, -0.4041], [2.3611, 3.7430, -0.0785], [2.9371, 2.0985, 0.1693], [2.6279, 0.2426, -0.0291]],
  "lumo_energy_ev": [-4.190, -4.293],
  "total_energy_ev": -16036.2928,
  "charge": 1,
  "e_above_lowest_kj_mol": 323.3,
  "orbital_gap_ev": [6.370, 6.134]
}

{
  "formula": "C36H69NO5",
  "method": "wB97M-V/def2-TZVPD",
  "elements": ["N", "C", "O", "C", "C", "C", "C", "C", "C", "O", "C", "O", "C", "O", "C", "C", "C", "O", "H", "H", "H", "H", "H", "H", "H", "H", "H", "H", "H", "H", "H", "C", "C", "C", "C", "C", "C", "H", "H", "H", "H", "H", "H", "H", "H", "H", "H", "H", "H", "H", "H", "C", "C", "C", "C", "C", "C", "H", "H", "H", "H", "H", "H", "H", "H", "H", "H", "H", "H", "H", "H", "C", "C", "C", "C", "C", "C", "H", "H", "H", "H", "H", "H", "H", "H", "H", "H", "H", "H", "H", "H", "C", "C", "C", "C", "C", "C", "H", "H", "H", "H", "H", "H", "H", "H", "H", "H", "H", "H", "H", "H"],
  "xyz": [[-0.2072, 4.9480, 1.4236], [0.2200, 4.9063, 0.0105], [-0.3435, 5.6485, -0.8410], [1.4152, 3.9986, -0.5249], [1.2524, 2.4257, -0.2393], [1.5192, 1.5179, -1.5213], [2.7907, 1.4776, -2.1366], [4.0986, 2.2407, -1.6622], [5.1150, 1.2434, -0.8828], [6.4465, 1.8340, -0.7707], [6.4298, 2.9508, 0.1086], [6.4981, 4.1025, -0.3796], [2.9540, 0.5707, -3.4558], [4.1051, 0.3225, -3.9030], [1.7108, 0.0048, -4.2608], [0.4211, 0.0387, -3.6512], [0.3623, 0.6086, -2.1730], [-0.6136, 0.3228, -1.4209], [0.5310, 5.4988, 1.9055], [-0.2400, 3.9936, 1.8081], [1.6364, 4.1904, -1.6370], [2.3717, 4.3351, 0.0292], [1.8827, 2.0473, 0.6490], [0.1454, 2.2538, 0.0442], [4.6702, 2.6035, -2.5924], [3.9174, 3.1239, -0.9697], [4.6854, 1.0033, 0.1465], [5.2278, 0.2560, -1.4628], [6.3122, 2.8886, 1.2426], [1.8123, -0.4180, -5.3224], [-0.4988, -0.3639, -4.1838], [-3.0770, -1.7606, 4.2753], [-2.3487, -0.5843, 4.9110], [-2.4702, 0.7039, 4.0967], [-1.8563, 0.6445, 2.6943], [-0.3711, 0.2820, 2.6528], [0.5121, 1.2998, 3.3617], [-2.6663, -2.0075, 3.2936], [-2.9827, -2.6487, 4.9058], [-4.1414, -1.5401, 4.1583], [-1.2968, -0.8427, 5.0690], [-2.7724, -0.4081, 5.9059], [-2.0132, 1.5233, 4.6619], [-3.5309, 0.9649, 3.9991], [-1.9981, 1.6199, 2.2131], [-2.4113, -0.0738, 2.0821], [-0.0589, 0.2210, 1.6034], [-0.2044, -0.7120, 3.0782], [0.3985, 2.2910, 2.9133], [1.5631, 1.0090, 3.2788], [0.2734, 1.3738, 4.4251], [-5.1747, 1.9460, 0.1054], [-5.7174, 1.2285, 1.3340], [-6.9361, 0.3563, 1.0297], [-8.1638, 1.1137, 0.5139], [-8.6796, 2.2160, 1.4408], [-9.1526, 1.6902, 2.7893], [-5.9110, 2.6312, -0.3209], [-4.2915, 2.5335, 0.3703], [-4.8841, 1.2281, -0.6663], [-5.9520, 1.9595, 2.1144], [-4.9258, 0.5893, 1.7420], [-7.2039, -0.2027, 1.9327], [-6.6569, -0.3982, 0.2842], [-8.9685, 0.3900, 0.3393], [-7.9392, 1.5521, -0.4640], [-9.5211, 2.7171, 0.9484], [-7.9140, 2.9830, 1.5908], [-9.9568, 0.9605, 2.6613], [-9.5354, 2.5111, 3.4012], [-8.3415, 1.2146, 3.3458], [7.8160, -0.8107, -3.8258], [8.5555, 0.3629, -3.1969], [8.4358, 1.6521, -4.0101], [9.0388, 1.5903, -5.4171], [10.5220, 1.2187, -5.4691], [11.4166, 2.2302, -4.7654], [8.2178, -1.0615, -4.8104], [7.9105, -1.6987, -3.1947], [6.7515, -0.5850, -3.9351], [9.6072, 0.0983, -3.0466], [8.1401, 0.5420, -2.1993], [8.9018, 2.4680, -3.4478], [7.3759, 1.9194, -4.0996], [8.8996, 2.5665, -5.8962], [8.4750, 0.8759, -6.0259], [10.8270, 1.1566, -6.5202], [10.6849, 0.2232, -5.0455], [11.3070, 3.2223, -5.2116], [12.4649, 1.9333, -4.8549], [11.1847, 2.3042, -3.7004], [-4.9438, -3.9044, 2.2911], [-4.9738, -4.6766, 0.9792], [-5.4496, -6.1207, 1.1436], [-4.5614, -6.9995, 2.0302], [-3.1027, -7.1053, 1.5813], [-2.9447, -7.7462, 0.2091], [-4.2484, -4.3493, 3.0067], [-4.6229, -2.8747, 2.1152], [-5.9372, -3.8760, 2.7474], [-3.9844, -4.6482, 0.5119], [-5.6526, -4.1639, 0.2886], [-5.5418, -6.5765, 0.1522], [-6.4621, -6.1164, 1.5648], [-4.9963, -8.0051, 2.0668], [-4.5872, -6.6255, 3.0591], [-2.5581, -7.7126, 2.3136], [-2.6254, -6.1208, 1.5868], [-3.3689, -8.7539, 0.1999], [-1.8859, -7.8229, -0.0517], [-3.4347, -7.1592, -0.5711]],
  "lumo_energy_ev": -1.650,
  "total_energy_ev": -50175.1935,
  "orbital_gap_ev": 8.465
}

{
  "formula": "C18H16N2O4S",
  "method": "wB97M-V/def2-TZVPD",
  "elements": ["C", "C", "C", "C", "C", "C", "C", "N", "S", "O", "O", "C", "C", "C", "C", "N", "C", "O", "C", "C", "C", "C", "O", "C", "C", "H", "H", "H", "H", "H", "H", "H", "H", "H", "H", "H", "H", "H", "H", "H", "H"],
  "xyz": [[5.0304, -2.5442, -0.5141], [3.6513, -2.8409, -1.0283], [3.3814, -4.0341, -1.6808], [2.1201, -4.3189, -2.1745], [1.0995, -3.3994, -2.0119], [1.3409, -2.2076, -1.3540], [2.6090, -1.9197, -0.8642], [2.8120, -0.7169, -0.1853], [2.0867, 0.7169, -0.6734], [1.8558, 0.7297, -2.0868], [2.9068, 1.7416, -0.0962], [0.5208, 0.6817, 0.1817], [-0.6494, 0.8916, -0.5226], [-1.8586, 0.8932, 0.1453], [-1.8900, 0.7068, 1.5283], [-3.0936, 0.7029, 2.2300], [-4.2324, 1.4387, 2.0152], [-5.2829, 1.1109, 2.5284], [-4.1032, 2.6647, 1.2185], [-5.0956, 3.4053, 0.6239], [-4.4608, 4.5299, 0.0586], [-3.1368, 4.4022, 0.3616], [-2.9100, 3.2853, 1.0586], [-0.7008, 0.4684, 2.2195], [0.5050, 0.4631, 1.5454], [5.0291, -2.4461, 0.5721], [5.7119, -3.3478, -0.7810], [5.4123, -1.6170, -0.9430], [4.1798, -4.7505, -1.8118], [1.9381, -5.2522, -2.6849], [0.1118, -3.6080, -2.3942], [0.5525, -1.4845, -1.2221], [3.7526, -0.5529, 0.1374], [-0.5929, 1.0367, -1.5901], [-2.7802, 1.0299, -0.3993], [-3.1764, 0.0361, 2.9876], [-6.1364, 3.1572, 0.6018], [-4.9229, 5.3243, -0.4899], [-2.2900, 5.0236, 0.1455], [-0.7308, 0.3011, 3.2857], [1.4359, 0.2990, 2.0634]],
  "lumo_energy_ev": 0.164,
  "total_energy_ev": -40930.6335,
  "e_above_lowest_kj_mol": 146.4,
  "orbital_gap_ev": 8.767
}